# 1
# C43H51BeN3OP2SSe2

C43H51BeN3OP2SSe2 as an isolated structure (the ωB97M-V functional and the def2-TZVPD basis, the Open Molecules 2025 dataset).

Element x y z (Å)
Be  1.010  -0.295  -1.308
C  -0.597  -0.582  6.337
S  -0.150  -2.256  5.812
C  -1.566  -2.662  4.738
C  -1.250  -2.627  3.241
C  -0.772  -1.257  2.776
N  -0.426  -1.195  1.333
P  1.119  -1.461  0.668
C  2.307  -1.188  2.003
C  2.681  -2.205  2.878
C  3.535  -1.925  3.934
C  4.011  -0.636  4.127
C  3.630  0.386  3.266
C  2.783  0.109  2.206
C  1.243  -3.244  0.344
C  0.122  -4.063  0.311
C  0.266  -5.429  0.092
C  1.525  -5.974  -0.108
C  2.647  -5.152  -0.117
C  2.506  -3.793  0.108
P  -1.429  -0.391  0.207
C  -3.094  -0.981  0.652
C  -3.982  -0.281  1.467
C  -5.232  -0.816  1.751
C  -5.603  -2.046  1.224
C  -4.723  -2.751  0.413
C  -3.478  -2.217  0.123
C  -1.443  1.376  0.676
C  -0.572  1.908  1.623
C  -0.534  3.280  1.857
C  -1.366  4.131  1.144
C  -2.245  3.609  0.202
C  -2.279  2.243  -0.034
H  0.207  -0.230  6.981
H  -1.525  -0.601  6.905
H  -0.690  0.087  5.481
H  -2.372  -1.969  4.984
H  -1.886  -3.662  5.022
H  -2.158  -2.895  2.691
H  -0.487  -3.375  3.017
H  0.088  -0.965  3.381
H  -1.564  -0.526  2.948
H  2.308  -3.212  2.742
H  3.821  -2.717  4.614
H  4.678  -0.424  4.953
H  3.997  1.393  3.426
H  2.473  0.900  1.534
H  -0.862  -3.633  0.453
H  -0.608  -6.068  0.085
H  1.638  -7.041  -0.254
H  3.630  -5.574  -0.287
H  3.387  -3.157  0.125
H  -3.702  0.676  1.887
H  -5.917  -0.271  2.388
H  -6.581  -2.455  1.446
H  -5.012  -3.712  0.005
H  -2.788  -2.762  -0.516
H  0.069  1.252  2.200
H  0.136  3.677  2.610
H  -1.341  5.198  1.330
H  -2.908  4.271  -0.341
H  -2.984  1.837  -0.756
C  4.590  1.405  -0.432
Se  3.277  0.751  -1.716
C  4.171  -0.968  -2.011
C  3.484  -1.781  -3.082
Se  1.560  -2.111  -2.787
C  0.935  -1.443  -4.501
H  4.782  0.649  0.321
H  4.184  2.303  0.027
H  5.495  1.645  -0.980
H  4.212  -1.478  -1.051
H  5.187  -0.741  -2.331
H  3.948  -2.760  -3.166
H  3.540  -1.285  -4.048
H  1.127  -0.376  -4.577
H  -0.130  -1.647  -4.557
H  1.452  -1.993  -5.282
C  -2.577  4.170  -3.656
N  -2.076  2.819  -3.432
N  -0.809  2.543  -2.979
C  -0.736  1.220  -2.697
O  0.364  0.708  -2.284
C  -1.987  0.656  -2.966
C  -2.794  1.682  -3.422
C  -4.216  1.646  -3.852
C  0.248  3.507  -2.940
C  0.913  3.724  -1.743
C  1.914  4.683  -1.694
C  2.236  5.419  -2.826
C  1.579  5.175  -4.025
C  0.586  4.210  -4.089
H  -1.934  4.888  -3.159
H  -3.575  4.247  -3.233
H  -2.626  4.408  -4.718
H  -2.257  -0.383  -2.874
H  -4.608  0.639  -3.742
H  -4.313  1.944  -4.898
H  -4.834  2.321  -3.258
H  0.635  3.161  -0.860
H  2.430  4.869  -0.760
H  2.998  6.187  -2.773
H  1.842  5.733  -4.915
H  0.093  3.994  -5.029

Summary:
Frontier orbital gap (eV): 7.586
Largest force on an atom (eV Å⁻¹): 0.74
LUMO energy (eV): -4.6
Total charge: +2
M (g/mol): 886.8
HOMO (Eh): -0.4467


# 2
# C43H51CrN3O7P2S4

C43H51CrN3O7P2S4 as an isolated structure (the ωB97M-V functional and the def2-TZVPD basis, the Open Molecules 2025 dataset).

Element x y z (Å)
Cr  1.370  -0.144  -0.386
O  1.152  -0.090  1.647
P  0.278  0.436  2.760
C  -1.284  1.059  2.008
P  -0.898  2.071  0.584
O  -0.001  1.446  -0.448
C  -2.438  2.675  -0.157
C  -3.697  2.389  0.354
C  -4.829  2.926  -0.241
C  -4.709  3.744  -1.355
C  -3.452  4.025  -1.875
C  -2.321  3.497  -1.273
C  -0.151  3.563  1.257
C  -0.809  4.313  2.236
C  -0.214  5.445  2.759
C  1.039  5.844  2.301
C  1.690  5.102  1.327
C  1.102  3.960  0.799
C  -0.391  -0.898  3.784
C  0.077  -2.183  3.536
C  -0.414  -3.253  4.273
C  -1.357  -3.043  5.269
C  -1.835  -1.760  5.513
C  -1.363  -0.692  4.766
C  1.039  1.674  3.690
C  2.288  2.208  3.243
C  2.896  3.229  3.919
C  2.308  3.803  5.080
C  1.080  3.296  5.514
C  0.443  2.266  4.856
H  -1.828  1.655  2.748
H  -1.882  0.208  1.683
H  -3.796  1.713  1.194
H  -5.809  2.688  0.155
H  -5.595  4.155  -1.825
H  -3.354  4.655  -2.751
H  -1.336  3.716  -1.670
H  -1.780  4.002  2.609
H  -0.711  6.003  3.543
H  1.514  6.720  2.727
H  2.681  5.387  0.993
H  1.641  3.329  0.094
H  0.755  -2.371  2.711
H  -0.069  -4.250  4.028
H  -1.741  -3.880  5.842
H  -2.588  -1.593  6.275
H  -1.771  0.297  4.941
H  2.728  1.813  2.331
H  3.835  3.619  3.539
H  2.794  4.614  5.609
H  0.603  3.724  6.393
H  -0.511  1.915  5.235
C  -4.838  -6.497  -1.603
C  -4.036  -5.224  -1.541
C  -3.521  -4.775  -0.324
C  -2.761  -3.623  -0.257
C  -2.502  -2.903  -1.416
C  -2.998  -3.333  -2.631
C  -3.766  -4.489  -2.688
S  -1.586  -1.372  -1.285
O  -2.415  -0.557  -0.401
O  -1.530  -0.850  -2.652
N  -0.224  -1.725  -0.616
C  0.373  -2.991  -1.121
C  0.791  -4.095  -0.099
O  0.713  -5.253  -0.575
O  1.188  -3.762  1.036
H  -5.620  -6.509  -0.841
H  -4.201  -7.368  -1.432
H  -5.312  -6.616  -2.578
H  -3.705  -5.347  0.579
H  -2.338  -3.288  0.683
H  -2.776  -2.756  -3.520
H  -4.153  -4.829  -3.643
H  1.272  -2.765  -1.700
H  -0.301  -3.497  -1.812
O  2.769  -1.502  -0.092
S  3.839  -1.023  0.915
C  4.225  -2.703  1.556
C  5.228  -3.313  0.591
C  6.218  -2.190  0.286
C  5.376  -0.964  -0.058
H  3.263  -3.219  1.611
H  4.650  -2.578  2.556
H  4.708  -3.615  -0.321
H  5.718  -4.198  1.007
H  6.899  -2.435  -0.534
H  6.830  -1.994  1.173
H  5.018  -0.976  -1.087
H  5.837  0.005  0.121
C  -1.367  2.631  -4.505
C  0.053  2.452  -3.987
N  0.294  1.066  -3.628
C  1.446  0.412  -3.821
S  2.099  -0.639  -2.718
N  2.102  0.649  -5.020
C  1.321  0.483  -6.249
C  0.923  -0.965  -6.505
H  -1.618  3.691  -4.588
H  -2.077  2.160  -3.825
H  -1.494  2.166  -5.486
H  0.217  3.074  -3.101
H  0.791  2.753  -4.730
H  -0.262  0.702  -2.859
H  2.955  0.107  -5.031
H  1.916  0.881  -7.074
H  0.427  1.099  -6.172
H  1.803  -1.592  -6.666
H  0.281  -1.043  -7.385
H  0.380  -1.363  -5.645
S  3.098  1.376  -0.434

Summary:
Relative energy (zero: lowest compared OMol25 entry of this formula, charge and spin) (kJ/mol): 73.84
Frontier orbital gap (spin up / spin down) (eV): 3.238 / 5.336
Largest force on an atom (eV Å⁻¹): 0.82
Spin multiplicity: 5
LUMO energy (spin up / spin down) (eV): 4.1 / 4.1
⟨S²⟩: 6.10
Total charge: -2
M (g/mol): 964.1
HOMO (spin up / spin down) (Eh): 0.0310 / -0.0462


The lowest total charge belongs to which entry?
C43H51CrN3O7P2S4